No. 1
C29H32As2O8P2PtS3Se | ωB97M-V/def2-TZVPD

Energy above the lowest of the compared OMol25 structures with the same formula, charge and spin (kcal/mol): 0.00
Net charge: 0
Kohn-Sham gap (eV): 7.0804

```
78
Properties=species:S:1:pos:R:3:forces:R:3:lowdin_charge:R:1
Pt 0.200 1.219 -0.062 0.1 -0.1 0.1 0.92
O 2.319 3.962 2.450 0.0 0.0 0.1 -0.12
P 0.836 3.788 1.904 0.0 0.0 0.1 0.23
O -0.140 4.558 2.671 0.0 0.0 0.0 -0.24
O 0.573 2.282 1.713 0.0 0.0 -0.1 -0.45
O 0.969 4.347 0.361 0.0 0.0 0.0 -0.27
P 2.048 3.745 -0.660 -0.2 0.0 -0.1 0.22
O 1.834 4.659 -1.944 0.1 0.0 0.0 -0.09
O 3.415 3.822 -0.096 0.1 -0.1 0.0 -0.27
O 1.549 2.360 -1.098 -0.1 0.2 -0.1 -0.48
H 2.981 3.936 1.727 0.0 0.0 0.0 0.04
H 2.463 5.390 -1.959 0.0 0.0 0.0 0.09
C 2.791 -5.067 -1.094 0.0 0.0 0.0 -0.33
As 1.852 -3.368 -1.395 0.0 0.0 0.0 1.15
C 0.180 -4.130 -2.076 0.0 0.0 0.0 -0.32
C 1.264 -3.063 0.461 0.0 0.1 0.0 -0.40
C 0.662 -4.104 1.164 0.0 0.0 0.0 -0.12
C 0.204 -3.942 2.461 0.0 0.0 0.0 -0.06
C 0.350 -2.721 3.099 0.0 0.0 0.0 -0.06
C 0.962 -1.676 2.432 0.0 0.0 0.0 -0.13
C 1.420 -1.841 1.124 0.0 -0.1 -0.1 -0.38
As 2.062 -0.187 0.379 0.1 0.0 0.1 1.13
C 3.318 -0.238 -1.072 -0.1 0.0 0.0 -0.25
C 3.097 0.666 1.760 0.0 0.0 0.0 -0.22
H 2.167 -5.806 -0.594 0.0 0.0 0.0 0.01
H 3.683 -4.886 -0.494 0.0 0.0 0.0 0.02
H 3.100 -5.462 -2.062 0.0 0.0 0.0 0.02
H -0.172 -4.945 -1.445 0.0 0.0 0.0 0.02
H 0.354 -4.506 -3.084 0.0 0.0 0.0 0.02
H -0.576 -3.347 -2.114 0.0 0.0 0.0 -0.02
H 0.534 -5.067 0.683 0.0 0.0 0.0 0.09
H -0.276 -4.768 2.970 0.0 0.0 0.0 0.11
H -0.027 -2.568 4.102 0.0 0.0 0.0 0.11
H 1.037 -0.716 2.924 0.0 0.0 0.0 0.08
H 4.141 -0.898 -0.803 0.0 0.0 0.0 0.05
H 3.660 0.791 -1.175 0.0 0.0 0.0 0.04
H 2.842 -0.577 -1.984 0.0 0.0 0.0 -0.03
H 3.879 -0.017 2.087 0.0 0.0 0.0 0.05
H 2.460 0.966 2.586 0.0 0.0 0.0 0.03
H 3.536 1.559 1.313 0.0 0.0 0.0 0.03
Se -0.283 -0.295 -1.903 0.0 -0.1 0.1 0.75
C 0.595 0.487 -3.410 0.0 -0.1 0.0 -0.59
C 1.374 -0.350 -4.202 0.0 0.1 0.0 -0.15
C 1.957 0.139 -5.365 0.0 0.0 0.0 -0.08
C 1.778 1.466 -5.725 0.0 0.0 0.0 -0.09
C 1.003 2.300 -4.930 0.0 0.0 0.0 -0.07
C 0.401 1.813 -3.781 0.0 0.0 0.0 -0.13
H 1.529 -1.381 -3.908 0.0 0.0 0.0 0.07
H 2.557 -0.518 -5.981 0.0 0.0 0.0 0.10
H 2.241 1.850 -6.625 0.0 0.0 0.0 0.10
H 0.863 3.338 -5.204 0.0 0.0 0.0 0.11
H -0.202 2.468 -3.168 0.0 0.0 0.0 0.08
O -0.918 0.012 1.041 0.1 0.0 0.0 -0.44
C -2.280 0.352 1.260 0.0 0.0 0.1 -0.58
C -3.150 -0.529 0.397 0.0 0.0 0.0 -0.50
C -4.348 -0.251 -0.187 0.0 0.0 0.0 -0.11
C -4.902 -1.377 -0.859 0.0 -0.1 0.0 -0.17
C -4.108 -2.478 -0.756 0.0 0.1 -0.1 -0.40
S -2.682 -2.159 0.133 0.0 -0.1 0.0 1.04
C -2.498 1.817 0.951 -0.1 0.0 -0.1 -0.43
C -2.836 2.853 1.740 0.1 -0.1 0.0 -0.08
C -2.619 4.133 1.121 0.0 0.1 0.0 -0.14
C -2.089 4.049 -0.112 -0.1 -0.1 -0.1 -0.35
S -1.954 2.394 -0.619 0.1 0.1 0.2 0.99
C -2.555 0.072 2.727 0.1 0.0 0.0 -0.45
C -3.608 -0.593 3.280 0.0 0.0 0.0 -0.10
C -3.525 -0.678 4.697 0.0 0.0 0.0 -0.18
C -2.404 -0.077 5.181 0.0 0.0 0.0 -0.41
S -1.442 0.592 3.936 0.0 0.0 -0.1 1.08
H -4.812 0.724 -0.140 0.0 0.0 0.0 0.12
H -5.839 -1.362 -1.396 0.0 0.0 0.0 0.10
H -4.275 -3.454 -1.184 0.0 0.0 0.0 0.06
H -3.156 2.735 2.764 0.0 0.0 0.0 0.12
H -2.798 5.070 1.626 0.0 0.0 0.0 0.12
H -1.796 4.843 -0.778 0.0 0.0 0.0 0.09
H -4.416 -1.004 2.692 0.0 0.0 0.0 0.12
H -4.264 -1.162 5.319 0.0 0.0 0.0 0.10
H -2.094 0.013 6.210 0.0 0.0 0.0 0.06
```
Positions in Å, forces in eV/Å.

=====

No. 2
C29H32BClO2PPm | ωB97M-V/def2-TZVPD

Multiplicity: 5
Net charge: 0
Kohn-Sham gap (spin up / spin down) (eV): 6.4007 / 6.3640

```
67
Properties=species:S:1:pos:R:3:forces:R:3:lowdin_charge:R:1
C -1.160 -1.452 1.542 0.5 -0.4 0.3 -0.21
C -1.019 -2.032 0.246 0.4 -0.1 0.4 -0.21
C 0.377 -2.181 -0.032 -0.3 -0.2 1.0 -0.22
H -1.845 -2.386 -0.386 0.5 0.4 0.3 0.09
C 1.108 -1.713 1.110 -0.5 -0.9 0.2 -0.25
C 0.165 -1.267 2.090 -0.4 -1.0 0.1 -0.25
H 0.428 -0.861 3.082 -0.2 -0.2 -0.8 0.11
H -2.119 -1.192 2.019 0.7 -0.2 -0.2 0.11
H 0.805 -2.682 -0.897 -0.1 0.3 0.1 0.10
H 2.197 -1.717 1.234 -0.6 0.1 -0.1 0.11
Pm 0.114 0.454 0.295 0.0 1.8 -0.2 1.14
Cl 2.382 1.525 0.178 0.8 0.2 -0.2 -0.08
P 0.013 0.310 -2.501 0.0 0.5 -0.1 0.99
C 1.278 -0.729 -3.265 0.3 -0.4 0.0 -0.38
C 0.976 -1.494 -4.389 0.3 -0.1 -0.3 -0.10
H -0.038 -1.490 -4.783 0.2 0.0 0.0 0.10
C 1.973 -2.250 -5.014 0.4 0.3 0.5 -0.07
H 1.740 -2.807 -5.920 0.1 0.1 0.2 0.10
C 3.270 -2.252 -4.472 -0.3 0.0 -0.2 -0.08
H 4.056 -2.822 -4.968 -0.2 0.1 0.1 0.10
C 3.567 -1.531 -3.311 -0.1 0.0 -0.1 -0.07
H 4.585 -1.542 -2.896 -0.6 0.0 -0.2 0.11
C 2.569 -0.784 -2.692 -0.5 0.1 -0.3 -0.09
H 2.761 -0.219 -1.780 0.1 -0.1 -0.2 0.03
C -1.607 -0.158 -3.166 -0.6 -0.1 0.1 -0.36
C -2.072 -1.479 -3.010 0.0 0.3 -0.2 -0.12
H -1.417 -2.226 -2.562 -0.1 0.1 -0.2 0.10
C -3.359 -1.824 -3.414 0.0 0.2 -0.1 -0.07
H -3.700 -2.860 -3.320 0.1 0.4 0.0 0.11
C -4.206 -0.846 -3.955 0.3 0.2 0.0 -0.08
H -5.196 -1.124 -4.311 0.2 0.1 0.1 0.10
C -3.779 0.488 -4.041 -0.1 -0.5 0.0 -0.07
H -4.436 1.252 -4.462 0.2 -0.3 0.2 0.11
C -2.498 0.829 -3.613 0.2 -0.1 -0.2 -0.08
H -2.174 1.870 -3.630 -0.1 -0.3 -0.2 0.10
C 0.332 2.012 -3.086 0.0 0.4 0.1 -0.38
C 0.886 2.176 -4.350 0.1 0.4 -0.6 -0.08
H 1.153 1.295 -4.937 -0.1 0.2 0.1 0.11
C 1.094 3.449 -4.890 -0.4 0.3 1.0 -0.06
H 1.483 3.561 -5.895 0.0 0.0 0.1 0.10
C 0.770 4.576 -4.107 0.1 -0.6 -0.5 -0.07
H 0.918 5.572 -4.518 0.0 -0.2 0.1 0.10
C 0.264 4.421 -2.817 -0.1 0.1 0.2 -0.08
H 0.026 5.308 -2.214 0.2 -0.5 -0.3 0.11
C 0.049 3.149 -2.287 0.2 -0.6 -0.7 -0.10
H -0.327 3.038 -1.270 0.0 0.1 -0.2 0.08
C 0.324 3.840 4.329 0.1 0.2 0.1 -0.01
C -0.018 2.344 4.302 0.2 0.5 0.7 -0.51
C 0.639 1.654 5.458 -0.1 -0.1 0.6 -0.01
O 0.561 1.810 3.103 -0.9 0.6 0.6 0.03
B -0.494 2.009 2.256 0.7 -1.3 -5.0 -0.76
O -1.745 2.227 2.697 0.3 0.1 1.3 0.08
C -1.541 2.073 4.110 -0.5 -0.2 1.0 -0.51
C -1.956 0.659 4.536 -0.1 -0.1 0.0 0.00
C -2.460 3.070 4.742 -0.1 0.3 0.5 -0.02
H 1.419 3.934 4.331 -0.3 0.0 0.0 0.10
H -0.077 4.320 5.230 0.1 0.0 -0.1 0.09
H -0.043 4.383 3.442 0.0 -0.3 0.3 0.10
H 1.705 1.915 5.456 -0.3 -0.1 0.1 0.10
H 0.171 2.007 6.387 0.3 -0.2 0.0 0.10
H 0.543 0.564 5.380 0.0 0.3 0.1 0.09
H -1.869 0.560 5.626 -0.1 -0.1 -0.2 0.09
H -3.009 0.514 4.256 0.2 0.0 0.1 0.10
H -1.373 -0.147 4.062 -0.1 0.4 0.2 0.07
H -2.263 4.062 4.320 -0.2 -0.2 0.3 0.09
H -3.487 2.774 4.497 0.2 0.2 0.2 0.10
H -2.300 3.059 5.825 -0.3 0.3 0.0 0.10
```
Positions in Å, forces in eV/Å.